Entry 1:
Density functional theory data (the ωB97M-V functional and the def2-TZVPD basis) for a structure of composition C13H19N4O5RuS2.

Computed properties:
Kohn-Sham gap (alpha / beta)	8.03 / 6.73	eV
maximum force	0.0017	Eh/bohr
energy relative to the best compared isomer or geometry (same formula, charge and spin)	0.000	eV

The geometry in ORCA input format:
```
! RIJCOSX wB97M-V def2-TZVPD def2/J DEFGRID3
* xyz 0 6
Ru -0.98481 -0.43035 -0.19601
N -2.68201 0.53037 1.24092
C -2.39929 0.45034 2.67665
C -1.56656 -0.79527 2.96458
N -0.39541 -0.88866 2.09370
C 0.80657 -0.15956 2.50841
C 0.83922 1.27441 1.98892
N 0.64023 1.28108 0.53642
H -2.86786 1.46842 0.90556
H -3.48749 -0.03406 0.99173
H -3.30975 0.41834 3.28074
H -1.85997 1.34926 2.97057
H -2.17741 -1.67857 2.77135
H -1.28221 -0.80770 4.02320
H -0.16930 -1.86386 1.92018
H 1.65951 -0.69519 2.09197
H 0.90615 -0.15348 3.59971
H 1.78996 1.72867 2.28336
H 0.04853 1.87241 2.43986
H 1.45292 0.89619 0.06564
H 0.47056 2.21221 0.17620
O -2.48714 1.92155 -3.40800
C -1.87186 1.20530 -2.64644
O -2.07243 1.06869 -1.37133
C -0.71782 0.36396 -3.17504
C -0.34298 0.28524 -4.50359
C 0.73777 -0.52483 -4.83161
C 1.41971 -1.21731 -3.83913
C 0.98283 -1.08288 -2.53392
N -0.05824 -0.31120 -2.24252
C 1.62885 -1.74501 -1.32627
O 2.63907 -2.40670 -1.47261
O 1.01801 -1.49683 -0.21537
H -0.89827 0.84707 -5.24079
H 1.05062 -0.61478 -5.86389
H 2.26840 -1.85354 -4.04525
C 0.74305 -4.55084 0.95953
O -0.45011 -3.75121 0.87210
C -1.01593 -3.62435 -0.33357
S -0.57615 -4.44612 -1.66922
S -2.33262 -2.45796 -0.30900
H 1.03855 -4.50172 2.00468
H 1.51313 -4.13024 0.31400
H 0.52921 -5.57679 0.66736
*
```

=====

Entry 2:
Density functional theory data (the ωB97M-V functional and the def2-TZVPD basis) for an isolated molecule of C13H19NO4P2 at a distorted geometry.

Computed properties:
Kohn-Sham gap	6.86	eV
structure (SMILES)	CCP(CC)C1=C([PH2]=O)C(=O)C(N(C)C(C)=O)=CC1=O
maximum force	0.0890	Eh/bohr

The geometry in ORCA input format:
```
! RIJCOSX wB97M-V def2-TZVPD def2/J DEFGRID3
* xyz 0 1
C 1.83388 -3.16672 0.63296
C 3.01939 -2.09232 0.96213
P 2.84844 -0.72123 -0.32320
C 4.15722 0.62558 -0.13688
C 4.06740 1.49204 1.21114
C 1.09458 -0.03886 -0.32846
C 0.45812 0.37145 -1.54712
P 1.47400 0.25234 -3.14114
O 0.93908 1.24584 -4.20100
C -1.05331 0.90037 -1.50008
O -1.50615 1.66817 -2.37161
C -2.04252 0.39718 -0.32646
N -3.48804 0.39437 -0.59744
C -4.16973 -0.84640 -0.11566
C -4.14347 1.61366 -0.09035
C -5.13007 1.68547 1.16170
O -3.94253 2.69677 -0.70390
C -1.42296 0.03594 0.89168
C 0.17593 0.11268 0.99089
O 0.71562 0.27115 2.11117
H 0.89030 -2.96606 1.25240
H 2.19069 -4.24581 0.68748
H 1.52011 -2.96186 -0.46109
H 2.84274 -1.75631 2.03531
H 4.01305 -2.62885 0.83194
H 4.13441 1.37071 -1.01103
H 5.19534 0.12169 -0.16503
H 3.02177 1.88487 1.44597
H 4.55367 0.95526 2.10822
H 4.72663 2.42548 1.04195
H 1.51156 -1.09535 -3.66669
H 2.84201 0.57362 -2.80273
H -3.84558 -1.71825 -0.77040
H -3.90171 -1.08945 0.97355
H -5.30272 -0.66714 -0.22251
H -4.96401 0.86689 1.93559
H -6.20549 1.61945 0.75693
H -5.05999 2.71302 1.67113
H -2.04765 -0.29938 1.78062
*
```

=====

Entry 3:
Density functional theory data (the ωB97M-V functional and the def2-TZVPD basis) for a structure of composition C13H19NOS at a distorted geometry.

Computed properties:
Kohn-Sham gap	8.78	eV
maximum force	0.3577	Eh/bohr
energy relative to the best compared isomer or geometry (same formula, charge and spin)	11.359	eV

The geometry in ORCA input format:
```
! RIJCOSX wB97M-V def2-TZVPD def2/J DEFGRID3
* xyz 0 1
C -6.29500 -0.19810 0.56007
C -4.67189 -0.30340 0.51476
C -4.01858 0.72021 -0.53848
C -2.59687 0.61790 -0.45776
H -2.24429 1.26254 -1.23592
H -2.39338 0.79584 0.63914
C -2.10684 -0.80314 -0.68549
N -0.59732 -0.57049 -0.97292
C 0.13549 -1.20285 -0.03104
O -0.21059 -2.08877 0.84253
C 1.59016 -0.70673 0.00674
C 2.43303 -1.87667 -0.07398
C 3.92596 -1.94824 -0.12882
C 4.41305 -0.38550 -0.05245
C 3.51285 0.58653 -0.23312
C 2.07922 0.36772 0.06753
S 1.05224 1.60442 0.02176
C 1.99344 3.08779 0.66872
H 2.79584 3.61943 -0.25474
H 1.29406 3.96459 0.98257
H 2.54244 2.81321 1.36986
H 3.80845 1.69646 -0.00342
H 5.45028 -0.17888 -0.07345
H 4.51890 -2.55491 0.18337
H 2.12680 -2.79909 -0.14246
H -0.07279 0.11238 -1.47329
H -2.26545 -1.65514 -0.15226
H -2.32389 -0.79261 -1.88616
H -4.62694 1.60906 -0.23970
H -4.44854 0.28417 -1.44393
H -4.51617 -1.21497 0.27897
H -4.50394 -0.04808 1.38882
H -6.68727 -0.43655 -0.48789
H -6.69448 0.69004 0.66637
H -6.82494 -0.92928 1.21494
*
```

=====

Entry 4:
Density functional theory data (the ωB97M-V functional and the def2-TZVPD basis) for a cluster of 2 separate species, C13H20BN2O5S in total at a distorted geometry.

Computed properties:
Kohn-Sham gap	5.06	eV
maximum force	0.1379	Eh/bohr

The geometry in ORCA input format:
```
! RIJCOSX wB97M-V def2-TZVPD def2/J DEFGRID3
* xyz 1 1
C 4.38818 -1.15052 -0.52435
C 3.50346 -2.30210 -1.25709
C 3.23775 -2.01190 -2.82010
O 1.79587 -1.81274 -3.11512
C 1.32258 -0.63151 -2.49462
C 0.49676 -0.70275 -1.18549
C 0.01553 0.61816 -0.49213
B -0.81272 0.56049 0.90943
O -2.14990 1.07085 1.11244
O -0.16612 -0.09510 2.02635
C 0.37789 1.98151 -1.15345
S -0.03312 3.66833 -0.51830
C 1.41277 4.32108 0.45347
O -1.35256 3.77732 0.18744
O -0.12821 4.56305 -1.75428
C 1.20811 1.93187 -2.48154
N 1.61713 0.67281 -3.06609
H 3.81486 -0.75247 0.39102
H 4.58435 -0.24498 -1.21932
H 5.37472 -1.57675 -0.12519
H 2.53620 -2.42600 -0.64287
H 4.13175 -3.26806 -1.18790
H 3.52110 -2.98208 -3.37942
H 3.81677 -1.11799 -3.23074
H 0.21121 -1.67754 -0.65756
H -2.79442 0.36707 0.83347
H -0.70494 -0.92183 2.15496
H 1.72632 3.52931 1.21464
H 2.30588 4.48334 -0.26614
H 1.20954 5.35529 0.91633
H 1.49834 2.92101 -2.97417
H 2.18529 0.70730 -3.92392
N -4.74232 -2.30098 1.86680
C -5.27722 -1.04242 1.96324
C -5.18660 -0.64272 3.27427
C -4.56951 -1.69534 3.99483
C -4.30406 -2.70415 3.10051
H -4.68061 -2.84429 1.02087
H -5.67625 -0.54289 1.09290
H -5.52581 0.30293 3.67053
H -4.34404 -1.71306 5.05092
H -3.84391 -3.67154 3.23536
*
```

=====

Entry 5:
Density functional theory data (the ωB97M-V functional and the def2-TZVPD basis) for a structure of composition C13H20BrCl3N3O3RuSi.

Computed properties:
Kohn-Sham gap (alpha / beta)	7.91 / 7.55	eV
maximum force	0.0109	Eh/bohr
energy relative to the best compared isomer or geometry (same formula, charge and spin)	1.292	eV

The geometry in ORCA input format:
```
! RIJCOSX wB97M-V def2-TZVPD def2/J DEFGRID3
* xyz 2 2
Ru 0.65357 -1.19978 0.15597
C -3.64254 2.38803 -0.68646
N -3.12060 1.05314 -0.38814
C -4.11698 0.00627 -0.14761
C -1.83605 0.77040 -0.36607
O -1.41145 -0.38472 -0.12380
C -0.82423 1.85639 -0.67706
O 0.41177 1.19944 -0.56500
C 1.54708 1.83906 -1.09695
C 2.52072 0.70001 -1.33002
O 2.09784 -0.47874 -1.18748
N 3.74297 0.96186 -1.72354
C 4.69943 -0.11828 -1.99633
C 4.19403 2.33742 -1.96276
H -4.53086 2.55267 -0.08134
H -2.92420 3.16286 -0.43482
H -3.91452 2.46641 -1.73925
H -4.46676 0.05303 0.88374
H -4.95880 0.17060 -0.81651
H -3.68292 -0.96849 -0.34180
H -0.98297 2.20703 -1.70362
H -0.89453 2.71058 0.00071
H 1.32109 2.29444 -2.06944
H 1.93067 2.61687 -0.43356
H 4.19365 -1.07549 -1.94867
H 5.12223 0.03023 -2.98788
H 5.49701 -0.08819 -1.25527
H 3.69701 2.76945 -2.83147
H 4.03223 2.96358 -1.08696
H 5.26104 2.31154 -2.15954
Br -2.99051 -4.46983 3.47848
C -1.81095 -3.03036 3.27344
C -1.48438 -2.20516 4.33691
C -0.60374 -1.15651 4.11556
C -0.08780 -0.97615 2.85116
N -0.41072 -1.77968 1.82584
C -1.25105 -2.79405 2.02903
H -1.90564 -2.38290 5.31717
H -0.31320 -0.49154 4.91603
H 0.61462 -0.17318 2.64750
H -1.48549 -3.42924 1.19163
Cl -1.53265 -3.82583 -1.41671
Si 0.12142 -2.69967 -1.35548
Cl 2.27068 -2.62177 0.83399
Cl 1.25448 -3.07175 -2.94360
*
```